DFT (ωB97M-V/def2-TZVPD) results for an isolated molecule of C6H8O2.

Geometry as XYZ:
```
16
Properties=species:S:1:pos:R:3:nbo_charge:R:1
C 1.05186 1.06252 0.41905 -0.427
C -0.38668 1.48039 0.12413 -0.439
C -1.19876 0.20782 0.17728 0.022
C 0.75725 -0.36132 0.78239 -0.031
C 0.60750 -1.03466 -0.37515 0.030
C -0.69136 -0.76933 -0.86200 0.026
H 1.66433 1.80446 1.15689 0.231
H 1.69531 0.81761 -0.53304 0.249
H -0.69597 1.78921 -0.91419 0.239
H -0.87396 2.08820 1.03686 0.235
H -2.24591 0.09307 0.31046 0.224
H 1.59597 -0.75133 1.38099 0.228
H 1.07612 -2.15330 -0.64059 0.222
H -1.24386 -1.65262 -1.33062 0.206
O -0.60004 -0.45677 1.36908 -0.512
O 0.37367 -0.23671 -1.62669 -0.503
```

Properties
HOMO-LUMO gap in eV: 10.719
ΔE to the lowest compared entry with this formula, charge and spin in eV: 4.692
Lowest unoccupied orbital energy in eV: 0.880
SMILES: C1C[C@H]2O[C@@H]1[C@H]1O[C@H]12
Max |F| in eV Å⁻¹: 10.4

***

DFT (ωB97M-V/def2-TZVPD) results for a structure of composition C15H44O7.

Geometry as XYZ:
```
66
Properties=species:S:1:pos:R:3:nbo_charge:R:1
O 1.83776 -1.21602 0.32112 -0.814
H 1.41108 -1.16846 -0.53440 0.521
H 2.64086 -1.71180 0.16154 0.511
O -0.53606 -0.38908 -0.18177 -0.984
H 0.35640 -0.53466 0.13218 0.508
H -0.43805 0.23050 -0.90478 0.475
C -1.13437 -1.50927 2.73158 -0.631
C 0.28915 -1.44131 2.27778 0.046
C 1.28945 -2.20330 3.11738 -0.609
O 0.36185 -2.18843 1.06691 -0.763
H -1.31974 -1.31612 3.78819 0.201
H -1.51733 -2.52268 2.61144 0.228
H -1.71852 -0.79659 2.14937 0.226
H 0.65101 -0.42881 2.09886 0.177
H 0.93031 -3.22971 3.19228 0.216
H 1.36360 -1.70823 4.08563 0.196
H 2.27851 -2.28198 2.66609 0.184
H 1.15680 -1.86378 0.63765 0.424
C -3.29310 -2.23650 -1.77818 -0.621
C -2.00704 -2.55208 -1.10273 0.112
C -1.84403 -2.09644 0.39120 -0.690
O -1.80574 -3.90459 -1.20342 -0.744
H -3.48887 -2.68560 -2.75187 0.200
H -3.40744 -1.16110 -1.91443 0.193
H -4.10687 -2.56550 -1.13194 0.207
H -1.17935 -2.17789 -1.70524 0.108
H -2.26546 -1.09802 0.50801 0.175
H -0.77130 -2.12629 0.58211 0.301
H -2.31286 -2.79416 1.08509 0.167
H -0.95586 -4.16161 -1.56846 0.463
C -3.60333 3.52187 -0.68503 -0.636
C -2.50517 2.63373 -0.13994 0.101
C -2.61629 1.13318 -0.38319 -0.674
O -1.24863 3.00494 -0.60488 -0.754
H -3.85971 3.29407 -1.71967 0.209
H -3.27324 4.55534 -0.79028 0.198
H -4.36334 3.27183 0.05522 0.229
H -2.33137 2.86698 0.91053 0.151
H -3.25199 0.58040 0.30849 0.226
H -1.66709 0.59912 -0.33958 0.263
H -2.98840 0.92731 -1.38681 0.194
H -1.21999 3.96317 -0.65577 0.465
C 1.40442 1.19093 1.58187 -0.643
C 2.99064 1.01256 1.51520 0.114
C 3.71486 1.83143 0.47133 -0.641
O 3.49526 1.16618 2.82310 -0.714
H 0.97017 0.82340 0.65211 0.220
H 1.01391 2.18278 1.80952 0.210
H 1.06806 0.64567 2.46372 0.218
H 3.30941 -0.01632 1.34818 0.161
H 4.77137 1.78157 0.73477 0.218
H 3.35818 2.85805 0.38807 0.200
H 3.67436 1.36084 -0.51102 0.200
H 3.21086 2.04172 3.09539 0.454
C 0.51078 0.69572 -3.09534 -0.692
C 1.61073 0.19761 -2.16991 0.094
C 2.95518 1.02094 -2.36097 -0.624
O 1.24658 0.39668 -0.88134 -0.770
H -0.45517 0.19678 -3.17340 0.245
H 0.83898 0.47064 -4.11009 0.232
H 0.29604 1.76411 -3.11837 0.231
H 1.79487 -0.85262 -2.39622 0.176
H 2.79588 2.04768 -2.69040 0.222
H 3.39900 0.57246 -3.24979 0.207
H 3.77180 0.90088 -1.64906 0.212
H 0.71776 1.19786 -0.87366 0.515
```

Properties
HOMO-LUMO gap in eV: 6.788
ΔE to the lowest compared entry with this formula, charge and spin in eV: 16.918
Lowest unoccupied orbital energy in eV: -0.064
Max |F| in eV Å⁻¹: 13.4

***

DFT (ωB97M-V/def2-TZVPD) results for a cluster of 2 separate species, C17H37O8P in total.

Geometry as XYZ:
```
63
Properties=species:S:1:pos:R:3:nbo_charge:R:1
C -4.38400 -3.21717 -1.75421 -0.268
O -3.38592 -3.73354 -2.68295 -0.557
C -2.30898 -2.74414 -2.69672 -0.073
C -0.90229 -3.52022 -2.87043 -0.414
C 0.33237 -2.48742 -2.65705 -0.422
C 1.43363 -3.25280 -1.78522 -0.397
C 2.75734 -2.32106 -1.63653 -0.403
C 2.27791 -0.95260 -0.94024 -0.417
C 3.38397 -0.25261 -0.03126 -0.421
C 2.89839 1.19610 0.51214 -0.084
O 2.07090 1.87024 -0.47280 -0.805
P 0.56570 2.31997 0.13622 2.451
O -0.03037 1.36678 1.16699 -1.077
O 0.67513 3.93544 0.69706 -0.975
O -0.57080 2.40097 -1.15081 -0.732
C 0.07941 2.27988 -2.44207 -0.110
C 0.92550 3.57507 -2.85351 -0.118
O 0.38978 4.81883 -2.31485 -0.560
C 1.48515 5.75023 -2.45044 0.812
C 2.32810 6.05922 -1.13978 -0.736
O 1.72902 6.22706 -3.56491 -0.546
H -4.07509 -3.37788 -0.65684 0.177
H -5.37575 -3.75580 -1.92951 0.197
H -4.50639 -2.08357 -1.91159 0.173
H -2.46503 -1.98183 -3.53357 0.178
H -2.27863 -2.22471 -1.67439 0.174
H -0.82314 -4.03068 -3.88264 0.210
H -0.79869 -4.31726 -2.05050 0.208
H -0.11129 -1.57176 -2.15093 0.206
H 0.72938 -2.19927 -3.68293 0.202
H 1.68479 -4.28348 -2.19103 0.215
H 1.00620 -3.33520 -0.72012 0.202
H 3.58638 -2.85805 -1.07774 0.209
H 3.07736 -2.07078 -2.71036 0.198
H 1.36355 -1.20668 -0.29671 0.212
H 1.88134 -0.28964 -1.78409 0.206
H 3.74080 -0.90760 0.82386 0.224
H 4.30048 -0.08618 -0.70836 0.202
H 3.86758 1.81347 0.59059 0.187
H 2.47099 1.15622 1.56118 0.216
H 0.62737 3.94846 1.67526 0.515
H 0.71369 1.33923 -2.56487 0.202
H -0.75531 2.18625 -3.22790 0.207
H 1.99858 3.46603 -2.49071 0.181
H 0.94925 3.70078 -3.99390 0.209
H 1.60426 6.12574 -0.25548 0.254
H 3.04863 5.20007 -0.95769 0.244
H 2.86833 7.04081 -1.30775 0.245
C -1.04201 0.57498 4.45928 -0.643
C -2.22022 -0.14039 3.82372 -0.067
O -2.02461 -1.54215 3.67948 -0.536
C -1.80690 -2.27229 4.87759 -0.063
C -2.95490 -2.17678 5.86687 -0.644
H -0.13239 0.40329 3.87804 0.221
H -1.23071 1.65066 4.50527 0.212
H -0.85164 0.22539 5.47605 0.195
H -2.37179 0.25496 2.81655 0.201
H -3.14676 0.05686 4.37462 0.154
H -0.86148 -1.96882 5.33922 0.157
H -1.68209 -3.31822 4.58323 0.185
H -3.11696 -1.15150 6.20579 0.203
H -2.75136 -2.79122 6.74750 0.213
H -3.88580 -2.51970 5.40691 0.212
```

Properties
HOMO-LUMO gap in eV: 9.770
ΔE to the lowest compared entry with this formula, charge and spin in eV: 0.000
Lowest unoccupied orbital energy in eV: 0.284
SMILES: COCCCCCCCCO[P@@](=O)(O)OCCOC(C)=O.CCOCC
Max |F| in eV Å⁻¹: 4.2

***

Q: Which of these has the lowest lowest unoccupied orbital energy?
A: C15H44O7

***

Q: The lowest max |F| belongs to which entry?
A: C17H37O8P

***

Q: HOMO-LUMO gap of number 3 (C17H37O8P)?
A: 9.770 eV

***

Q: Among the records above, which one has the lowest lowest unoccupied orbital energy?
A: C15H44O7